Entry 1:
Formula: C17H26N2O4S
Source: OMol25
Level of theory: ωB97M-V/def2-TZVPD

Its max |F| is 0.0184 hartree/bohr. The orbital gap is 9.313 eV. Its structure (SMILES) is COc1ccc(C)cc1S(=O)(=O)N1CCC[C@@H](N2CCOCC2)C1. The charge is 0. The value obtained for the energy above the lowest of the compared OMol25 structures with the same formula, charge and spin is 148.74 kJ/mol. The spin multiplicity is 1.

Element x y z (Å)
C  4.76  -1.14  0.88
H  5.26  -1.42  1.81
H  5.37  -0.41  0.36
H  4.63  -2.02  0.25
O  3.53  -0.49  1.12
C  2.60  -1.12  1.87
C  1.47  -0.39  2.22
C  0.44  -0.96  2.95
C  0.50  -2.28  3.35
C  1.64  -3.01  3.01
C  2.67  -2.45  2.28
H  3.53  -3.06  2.04
H  1.71  -4.05  3.32
C  -0.60  -2.91  4.15
H  -0.95  -3.82  3.66
H  -1.44  -2.22  4.25
H  -0.25  -3.18  5.14
H  -0.39  -0.33  3.20
S  1.31  1.35  1.76
O  0.15  1.84  2.45
O  2.56  2.03  1.95
N  0.95  1.38  0.15
C  2.00  1.22  -0.82
C  1.56  1.89  -2.12
C  0.24  1.29  -2.58
H  -0.08  1.79  -3.50
H  0.36  0.23  -2.80
C  -0.83  1.44  -1.50
N  -2.09  0.85  -1.98
C  -3.02  0.39  -0.96
H  -2.53  -0.35  -0.33
C  -4.21  -0.29  -1.65
O  -4.88  0.59  -2.52
C  -3.99  1.08  -3.49
C  -2.80  1.79  -2.85
H  -2.13  2.14  -3.63
H  -3.17  2.66  -2.28
H  -4.56  1.77  -4.12
H  -3.62  0.25  -4.11
H  -4.94  -0.61  -0.91
H  -3.84  -1.16  -2.21
H  -3.38  1.22  -0.33
C  -0.30  0.77  -0.22
H  -0.97  0.94  0.62
H  -0.18  -0.31  -0.39
H  -0.97  2.51  -1.26
H  1.44  2.96  -1.94
H  2.33  1.75  -2.88
H  2.89  1.68  -0.40
H  2.20  0.15  -1.01

---

Entry 2:
Formula: C5H14N2O2
Source: OMol25
Level of theory: ωB97M-V/def2-TZVPD

Its max |F| is 0.0855 hartree/bohr. The orbital gap (spin up / spin down) is 10.950 / 5.894 eV. The charge is +1. The value obtained for the energy above the lowest of the compared OMol25 structures with the same formula, charge and spin is 147.88 kJ/mol. Its expectation value of S² is 0.7560. The spin multiplicity is 2.

Element x y z (Å)
C  -1.32  0.20  1.71
C  -0.02  -0.22  2.43
N  1.25  -0.10  1.69
C  1.40  0.61  0.38
C  0.76  -0.29  -0.64
N  -0.20  0.14  -1.45
C  -0.56  1.58  -1.67
O  1.34  -1.36  -0.86
H  -1.26  1.22  1.31
H  -2.08  0.26  2.48
H  -1.56  -0.55  0.99
H  0.07  0.47  3.29
H  -0.16  -1.25  2.75
H  1.56  -1.06  1.49
H  2.45  0.83  0.21
H  1.04  1.64  0.57
H  -0.77  -0.42  -2.07
H  0.36  2.14  -1.87
H  -0.94  1.52  -2.70
H  -1.18  2.12  -0.96
H  -0.71  -2.71  -1.87
H  0.70  -2.18  -2.56
O  -0.17  -2.58  -2.65

---

Entry 3:
Formula: C19H21Cl3CoN6OS
Source: OMol25
Level of theory: ωB97M-V/def2-TZVPD

Its max |F| is 0.0202 hartree/bohr. The orbital gap (spin up / spin down) is 7.687 / 4.878 eV. The charge is +1. The value obtained for the energy above the lowest of the compared OMol25 structures with the same formula, charge and spin is 46.98 kJ/mol. Its expectation value of S² is 6.0428. The spin multiplicity is 5.

Element x y z (Å)
Co  -0.54  -0.45  0.48
N  2.25  0.85  -2.43
C  1.50  0.74  -1.33
S  -0.23  0.90  -1.49
N  2.18  0.56  -0.20
N  1.29  0.49  0.82
C  1.60  0.74  2.03
C  0.43  0.88  2.92
C  0.56  1.45  4.18
C  -0.58  1.79  4.89
C  -1.82  1.56  4.32
C  -1.87  0.95  3.07
N  -0.78  0.59  2.39
H  1.81  1.02  -3.32
H  3.25  0.83  -2.35
H  2.60  1.01  2.35
H  1.55  1.65  4.57
H  -0.50  2.24  5.87
H  -2.74  1.84  4.82
H  -2.82  0.74  2.61
Cl  2.13  -7.27  1.03
C  1.66  -5.70  0.57
C  1.05  -4.87  1.53
C  0.68  -3.62  1.16
Cl  -0.07  -2.54  2.27
C  0.88  -3.11  -0.19
O  0.56  -1.97  -0.53
C  1.50  -4.04  -1.14
Cl  1.73  -3.48  -2.72
C  1.88  -5.29  -0.76
H  0.90  -5.23  2.54
H  2.34  -5.97  -1.46
C  -2.41  -2.31  -0.97
C  -3.82  -2.74  -1.46
N  -4.86  -2.04  -0.72
C  -4.69  -2.31  0.70
C  -3.31  -1.79  1.20
N  -2.53  -1.24  0.06
C  -3.31  -0.11  -0.54
C  -4.72  -0.60  -0.96
H  -1.79  -1.91  -1.78
H  -1.88  -3.14  -0.51
H  -3.96  -3.81  -1.33
H  -3.94  -2.52  -2.52
H  -4.77  -3.38  0.86
H  -5.50  -1.83  1.25
H  -2.73  -2.58  1.66
H  -3.44  -1.00  1.93
H  -2.75  0.27  -1.39
H  -3.37  0.68  0.21
H  -4.89  -0.41  -2.02
H  -5.50  -0.08  -0.40

---

Entry 4:
Formula: H28O14
Source: OMol25
Level of theory: ωB97M-V/def2-TZVPD

Its max |F| is 0.0644 hartree/bohr. The orbital gap is 10.030 eV. The charge is 0. The value obtained for the energy above the lowest of the compared OMol25 structures with the same formula, charge and spin is 166.81 kJ/mol. The spin multiplicity is 1.

Element x y z (Å)
O  0.88  0.65  -3.20
H  0.41  1.04  -2.47
H  0.61  -0.23  -3.16
O  3.19  0.00  2.23
H  3.76  0.52  2.75
H  2.41  0.51  2.24
O  -0.62  -1.13  3.31
H  -0.86  -2.06  3.35
H  -0.75  -0.92  2.40
O  1.37  2.51  -0.83
H  1.79  1.64  -0.64
H  1.17  2.99  -0.04
O  1.19  1.58  2.47
H  1.49  2.44  2.03
H  0.48  1.21  1.95
O  -2.50  -1.36  -1.26
H  -2.47  -2.04  -0.58
H  -3.35  -1.63  -1.66
O  3.25  0.75  -0.19
H  3.24  0.40  0.67
H  3.51  1.63  0.00
O  1.58  -3.42  1.65
H  1.74  -2.78  0.98
H  1.93  -2.96  2.39
O  -0.16  -1.85  -2.78
H  -0.98  -1.48  -2.45
H  -0.43  -2.38  -3.51
O  -1.40  1.46  -1.64
H  -1.49  1.66  -2.57
H  -1.05  2.28  -1.23
O  -3.36  0.29  1.74
H  -3.44  0.43  0.81
H  -4.28  0.25  2.11
O  -0.29  -0.07  0.50
H  0.52  -0.46  0.14
H  -0.66  0.47  -0.20
O  1.70  -1.61  -0.51
H  1.05  -1.55  -1.23
H  2.37  -1.09  -0.92
O  -3.92  1.77  -0.75
H  -4.56  1.03  -0.88
H  -3.06  1.47  -1.01

---

Entry 5:
Formula: C4H16B2Cs2O2S
Source: OMol25
Level of theory: ωB97M-V/def2-TZVPD

Its max |F| is 0.0883 hartree/bohr. The orbital gap is 9.446 eV. The charge is 0. The value obtained for the energy above the lowest of the compared OMol25 structures with the same formula, charge and spin is 0.00 kJ/mol. The spin multiplicity is 1.

Element x y z (Å)
Cs  -2.38  -2.83  -0.97
Cs  -3.95  0.77  -2.74
B  -2.03  0.35  -0.44
H  -1.99  1.38  -0.75
H  -2.71  -0.26  -1.03
H  -1.06  -0.09  -0.56
H  -2.26  0.24  0.61
B  -4.62  -2.33  -3.07
H  -5.11  -1.71  -3.81
H  -4.99  -2.19  -2.07
H  -4.70  -3.39  -3.29
H  -3.58  -2.06  -2.98
C  3.08  -0.34  1.89
C  2.01  -0.19  0.82
C  1.37  1.27  1.00
S  2.82  2.31  1.53
O  2.40  2.90  2.85
O  3.33  3.11  0.38
C  3.89  0.95  1.73
H  3.67  -1.24  1.69
H  2.77  -0.51  2.92
H  1.22  -0.94  0.87
H  2.41  -0.19  -0.19
H  0.84  1.01  1.91
H  0.72  1.80  0.30
H  4.40  1.29  2.63
H  4.44  0.89  0.79

---

Entry 6:
Formula: CH6O
Source: OMol25
Level of theory: ωB97M-V/def2-TZVPD

Its max |F| is 0.0269 hartree/bohr. The orbital gap is 12.557 eV. Its structure (SMILES) is C.O. The charge is 0. The value obtained for the energy above the lowest of the compared OMol25 structures with the same formula, charge and spin is 15.50 kJ/mol. The spin multiplicity is 1.

Element x y z (Å)
C  1.33  -0.05  0.05
H  0.51  0.70  -0.04
H  1.30  -0.52  1.02
H  2.29  0.41  0.10
H  1.18  -0.65  -0.83
H  -2.55  -0.64  -0.28
H  -2.12  0.81  -0.20
O  -1.95  -0.05  0.17

---

Entry 7:
Formula: C30H34CrN4O3S
Source: OMol25
Level of theory: ωB97M-V/def2-TZVPD

Its max |F| is 0.0386 hartree/bohr. The orbital gap (spin up / spin down) is 6.502 / 7.218 eV. The charge is +1. The value obtained for the energy above the lowest of the compared OMol25 structures with the same formula, charge and spin is 104.52 kJ/mol. Its expectation value of S² is 0.7714. The spin multiplicity is 2.

Element x y z (Å)
Cr  1.09  0.81  -0.45
C  5.33  0.22  -0.46
C  5.82  1.52  -0.58
C  4.91  2.56  -0.62
C  3.54  2.30  -0.56
N  3.09  1.03  -0.46
C  3.97  0.03  -0.39
C  2.50  3.31  -0.62
C  2.74  4.68  -0.61
C  1.69  5.57  -0.64
C  0.38  5.10  -0.69
C  0.15  3.73  -0.70
C  1.19  2.81  -0.67
H  6.00  -0.63  -0.43
H  6.88  1.71  -0.64
H  5.26  3.58  -0.72
H  3.56  -0.97  -0.29
H  3.75  5.07  -0.57
H  1.87  6.63  -0.64
H  -0.44  5.79  -0.71
H  -0.87  3.38  -0.73
O  1.17  1.08  1.53
C  0.70  0.47  2.50
C  -0.46  -0.47  2.39
C  -1.68  0.47  2.57
C  -1.62  1.42  3.78
C  -0.63  2.59  3.69
C  0.80  2.22  4.14
N  1.04  0.82  3.77
H  -0.45  -1.24  3.16
H  -0.50  -0.92  1.40
H  -2.57  -0.15  2.67
H  -1.77  1.07  1.67
H  -1.45  0.85  4.70
H  -2.63  1.85  3.87
H  -0.98  3.42  4.30
H  -0.59  2.94  2.65
H  0.90  2.29  5.22
H  1.54  2.86  3.67
H  0.67  0.19  4.47
N  -0.81  0.80  -0.86
C  -1.89  0.59  -1.25
N  -3.10  0.31  -1.57
C  -3.89  -0.49  -0.63
C  -5.25  -0.83  -1.24
C  -5.07  -1.18  -2.71
C  -4.62  0.07  -3.49
C  -3.82  1.03  -2.61
H  -4.00  0.06  0.31
H  -3.33  -1.41  -0.42
H  -5.92  0.02  -1.14
H  -5.69  -1.66  -0.69
H  -6.00  -1.57  -3.12
H  -4.31  -1.96  -2.80
H  -5.50  0.60  -3.87
H  -4.03  -0.24  -4.35
H  -4.48  1.76  -2.13
H  -3.09  1.58  -3.22
O  1.56  -8.13  -1.67
C  1.43  -7.38  -0.57
O  1.31  -7.88  0.51
C  1.43  -5.90  -0.76
C  0.88  -5.12  0.26
C  0.82  -3.76  0.14
C  1.31  -3.14  -1.01
S  1.15  -1.40  -1.13
C  1.89  -3.90  -2.02
C  1.94  -5.27  -1.90
H  1.59  -7.61  -2.49
H  0.50  -5.62  1.14
H  0.40  -3.15  0.93
H  2.29  -3.41  -2.89
H  2.42  -5.84  -2.68

---

Entry 8:
Formula: C11F5O5S4SbSeV
Source: OMol25
Level of theory: ωB97M-V/def2-TZVPD

Its max |F| is 0.0852 hartree/bohr. The orbital gap (spin up / spin down) is 6.677 / 6.981 eV. The charge is -2. The value obtained for the energy above the lowest of the compared OMol25 structures with the same formula, charge and spin is 130.92 kJ/mol. Its expectation value of S² is 0.7661. The spin multiplicity is 2.

Element x y z (Å)
V  0.09  -0.12  1.04
O  4.40  3.85  -0.53
C  3.42  3.13  -0.56
C  1.99  3.59  -0.60
O  1.59  4.70  -0.92
C  1.19  2.42  -0.16
C  2.06  1.29  -0.14
O  1.53  0.21  0.31
C  3.42  1.62  -0.48
O  4.38  0.88  -0.64
O  0.00  2.31  0.21
S  -2.72  -3.81  2.40
Sb  -1.55  -2.77  0.77
S  -1.95  -0.34  0.46
S  0.72  -2.20  1.49
S  -1.62  -3.71  -1.29
F  -0.33  -1.14  8.19
C  -0.30  -0.54  6.99
C  0.11  0.78  6.87
F  0.46  1.47  7.98
C  0.18  1.38  5.63
F  0.59  2.66  5.53
C  -0.17  0.70  4.46
Se  0.01  1.50  2.75
C  -0.66  -0.60  4.62
F  -1.11  -1.21  3.51
C  -0.70  -1.23  5.85
F  -1.12  -2.50  5.97

---

Which formula does entry 4 have? H28O14